C3H7NO2S | ωB97M-V/def2-TZVPD

Values from the calculation:
lowest unoccupied orbital energy (alpha / beta) = 0.08 / -2.78 eV
⟨S²⟩ = 2.01
maximum force = 3.43 eV Å⁻¹
multiplicity = 3
orbital gap (alpha / beta) = 6.3 / 6.2 eV

Last column: Mulliken spin population.
Positions of all 14 atoms, in Å:
S1 -0.51038 -0.75906 0.79894  0.325
O1 -4.17217 0.72133 -0.30724  0.095
O2 -2.77428 -0.78097 0.40194  0.530
N1 -3.06004 0.38741 0.05788  0.261
C1 -0.46100 -2.06134 -0.46208  0.001
C2 0.48114 1.79980 0.75307  -0.016
C3 0.19135 0.53052 0.04200  0.682
H1 -0.41832 2.41677 0.83902  0.050
H2 -0.04151 -2.94994 0.00132  0.005
H3 0.14292 -1.74438 -1.30387  -0.002
H4 1.22594 2.37501 0.20625  0.012
H5 0.33275 0.48794 -1.02535  0.030
H6 -1.48599 -2.25775 -0.76582  0.008
H7 0.84749 1.60900 1.76119  0.019

Atomic forces in eV per Å
2.0471 -1.8871 1.5884
1.8470 0.0093 0.4227
-2.3286 2.3172 -0.9994
-2.4259 -1.9797 0.0640
-0.1839 0.2209 0.5030
-0.1677 -0.2433 0.0111
1.0516 1.4261 -1.3460
-0.1018 0.1944 0.1071
0.0547 -0.0370 -0.1137
0.0821 0.0100 -0.0511
0.0246 0.0398 0.0335
0.0075 -0.0419 -0.1511
0.0401 -0.1111 -0.1964
0.0531 0.0823 0.1281